[1]
A structure of composition C34H35CdMgN11O12, computed with wB97M-V/def2-TZVPD.

Positions of all 94 atoms, in Å:
Cd -12.58419 -7.04291 11.69240
Mg -13.83166 -11.28918 12.99016
O -12.43400 -10.63628 11.59096
O -13.20091 -9.94256 14.31318
O -12.19430 -14.69751 13.18776
O -16.53433 -8.73556 10.96558
O -14.49947 -8.01785 11.12093
O -11.38157 -13.89799 15.02938
O -12.52760 -12.62562 13.71163
O -12.37841 -8.17246 13.47985
O -11.63466 -8.75361 10.79890
O -13.20916 -8.11170 15.49124
O -10.97310 -10.64408 10.02131
O -15.04939 -9.88008 12.03367
N -9.72028 -4.85199 17.22048
N -12.01762 -13.77628 13.98519
N -15.32087 -11.70082 14.32521
N -8.87616 -8.90322 14.64486
N -15.38944 -8.88093 11.34748
N -11.66659 -10.02300 10.80811
N -16.42025 -7.02723 14.11182
N -13.77274 -5.57682 12.77341
N -12.94447 -8.72286 14.46400
N -15.73542 -11.30180 19.15393
N -10.80556 -5.96510 12.16907
C -11.82434 -5.53934 17.36757
C -14.16232 -9.77946 18.14931
C -9.74485 -9.74201 15.17876
C -9.35889 -10.88975 15.88406
C -8.48967 -6.09499 12.81036
C -9.49195 -3.97202 12.50742
C -15.12558 -3.61151 12.80693
C -17.18293 -10.96139 15.65924
C -13.64246 -4.05408 14.62523
C -7.10557 -10.20073 15.58298
C -14.79629 -4.84247 12.26872
C -10.28279 -4.21870 18.28535
C -16.63884 -13.28739 15.54273
C -13.96017 -12.13996 17.79117
C -10.68003 -5.60135 16.58180
C -13.24014 -5.16650 13.92909
C -14.61195 -3.24884 14.05570
C -13.54309 -10.84736 17.54337
C -15.60312 -12.95181 14.70748
C -15.26842 -10.06765 18.95091
C -17.55515 -6.73578 13.47597
C -7.57329 -9.14649 14.82718
C -15.06522 -12.32453 18.60348
C -18.17077 -5.23110 15.17048
C -9.68830 -6.67088 12.45682
C -16.12248 -6.41669 15.26788
C -10.67470 -4.63064 12.21497
C -16.96536 -5.46187 15.82198
C -18.51145 -5.88218 13.99128
C -8.37704 -4.71236 12.85957
C -17.44535 -12.27241 16.05329
C -11.59124 -4.59288 18.38425
C -8.02402 -11.13088 16.11132
C -16.09878 -10.72949 14.82526
H -13.26150 -3.92843 15.63039
H -17.70542 -10.11299 16.07576
H -15.84858 -9.70391 14.58204
H -14.90705 -2.33962 14.56181
H -10.14471 -11.54995 16.22849
H -15.82082 -2.88827 12.40189
H -9.76906 -7.73658 12.63289
H -15.22837 -5.25470 11.36716
H -10.40247 -6.27090 15.78078
H -6.87441 -8.41574 14.43611
H -13.47694 -12.90756 17.19696
H -12.78908 -10.65104 16.78994
H -15.03424 -13.78482 14.30674
H -11.54049 -4.02739 11.97039
H -7.72852 -11.98147 16.70777
H -16.75645 -5.00038 16.77703
H -12.73948 -6.05481 17.12121
H -18.90964 -4.61258 15.66851
H -9.68388 -3.53274 18.86453
H -17.69175 -7.34708 12.58954
H -7.44328 -4.23729 13.12886
H -9.49774 -2.89332 12.57331
H -12.37233 -4.29581 19.06478
H -6.05785 -10.27098 15.84262
H -18.21258 -12.48921 16.78371
H -12.41517 -5.77695 14.27366
H -19.48456 -5.72954 13.54956
H -13.87632 -8.75741 17.94992
H -15.41443 -13.32500 18.82652
H -16.86715 -14.28954 15.87595
H -15.18570 -6.72895 15.71163
H -8.73883 -4.82119 17.02470
H -15.83228 -9.26105 19.40469
H -10.79634 -9.52586 15.03866
H -7.71753 -6.78767 13.10659

Its HOMO energy is -8.677 eV. The orbital gap comes out at 8.2 eV.


[2]
A structure of composition C34H35Cl3N5OZr, computed with wB97M-V/def2-TZVPD.

Positions of all 79 atoms, in Å:
Zr 1.57249 -0.49319 -2.41919
Cl 1.02855 1.62122 -4.08784
Cl 5.90262 0.35706 -2.10080
Cl -0.38516 -4.57863 1.05656
O -0.39219 1.17573 2.80013
N 1.54223 2.77772 0.59577
N 3.22259 -0.26059 -3.26404
N 0.23139 2.44239 0.62720
N 0.64657 -1.65389 -4.24207
N 1.14584 1.06110 -0.77169
C 0.00450 1.42396 -0.18120
C -1.30112 2.25321 2.62463
C -2.45354 -1.17670 0.86440
C -2.22865 2.34747 5.00848
C -2.57781 -0.79978 2.20113
C 2.06236 1.93997 -0.25323
C -2.47714 -3.59780 -4.79892
C 0.95305 -3.75193 -2.21660
C 2.54004 -4.95415 -0.85192
C -0.37016 -2.68498 -4.08444
C -2.07107 4.44966 3.70365
C 2.47189 -2.57235 -0.77081
C -1.19872 -4.68524 -3.08535
C -2.02638 -1.63016 3.17151
C 4.75592 1.53805 -2.61658
C -1.34506 -2.78992 2.82754
C -2.66618 1.76974 2.06724
C -1.49151 -2.62859 -4.89686
C -3.29414 0.46943 2.59768
C -1.78007 -2.33140 0.50193
C -0.20043 -3.71316 -3.15208
C 3.52774 1.07341 -3.15649
C -0.65716 3.16214 1.53803
C 4.10734 3.84776 -2.84014
C 2.63173 2.10890 -3.49548
C 5.04080 2.87907 -2.47443
C 1.45194 -2.54502 -1.71694
C 3.02343 -3.76687 -0.32230
C -1.22326 -3.12865 1.49294
C 1.50948 -4.95202 -1.78610
C -1.40772 3.08719 3.94853
C 2.88158 3.46234 -3.34457
C -2.32354 -4.63482 -3.89249
C -0.00752 3.31155 4.53441
H -3.39384 0.49115 3.67939
H 0.36773 -1.03502 -4.99953
H -3.06520 4.36007 3.26238
H -3.38669 2.57825 2.20251
H -2.57188 1.65608 0.98298
H -1.58931 -1.83004 -5.62460
H 3.82468 -3.77371 0.40418
H -2.14421 2.87641 5.95864
H -1.85928 1.33253 5.17166
H 5.99933 3.16907 -2.06633
H 0.67607 3.80791 3.84439
H 1.15831 -5.89377 -2.19012
H -0.91986 -3.42975 3.58811
H -0.09070 3.94537 5.41818
H -0.85555 0.38864 3.10670
H -1.43132 3.65936 0.95496
H 2.13307 4.18970 -3.62652
H 2.97372 -5.89595 -0.54189
H -2.13496 -1.37325 4.21979
H 1.51936 -2.08149 -4.55976
H -1.69535 -2.63078 -0.53562
H -1.47177 5.10462 3.06974
H -3.08228 -5.40063 -3.80650
H -3.28873 2.30837 4.75608
H 2.90328 -1.63744 -0.38715
H -0.95595 0.95860 -0.31993
H -1.09913 -5.48076 -2.35877
H -2.19162 4.96156 4.65903
H 4.34184 4.89644 -2.72751
H 3.10492 1.94977 -0.53108
H -3.34991 -3.54560 -5.43507
H -0.01477 3.92019 1.96900
H -4.31238 0.43052 2.20202
H 0.44994 2.36939 4.82979
H -2.92312 -0.57505 0.09168

Its HOMO energy is -10.696 eV. The orbital gap comes out at 7.9 eV. Its net charge is +1.


Ordered calculated total energy results: -3189.31801, -3093.11591; unit hartree.